{"formula": "C9H24N4S3Ti", "method": "ωB97M-V/def2-TZVPD", "total_charge": 2, "multiplicity": 3, "e_lumo_ha": [-0.22689, -0.23388], "homo_lumo_gap_ha": [0.2900, 0.3427], "energy_ha": -2619.83894, "species": ["Ti", "S", "S", "S", "N", "N", "N", "N", "C", "C", "C", "C", "C", "C", "C", "C", "C", "H", "H", "H", "H", "H", "H", "H", "H", "H", "H", "H", "H", "H", "H", "H", "H", "H", "H", "H", "H", "H", "H", "H", "H"], "xyz": [[0.060170, 0.658530, 0.268528], [-0.394919, -1.773455, 0.690558], [-2.357695, 0.560071, -1.038923], [2.786176, 0.776887, 0.614886], [0.745310, 0.188703, -1.801111], [-0.025706, 0.323799, 2.365777], [-2.587294, -2.235186, 2.241320], [-1.194663, -0.309298, 2.666335], [0.018568, 3.055252, 0.083591], [-1.452182, -1.448627, 1.922955], [-0.272759, -0.569927, -2.549714], [-1.568214, 0.204379, -2.649951], [3.499944, -0.699528, 1.406881], [2.063197, -0.471457, -1.798632], [-3.283828, -0.985389, -0.774235], [3.111459, 0.401510, -1.145468], [-0.370961, 2.733286, 1.337450], [-2.726990, -1.852954, -1.115010], [2.382011, -0.703099, -2.820389], [0.081344, -0.800129, -3.560108], [3.178304, 1.364763, -1.649906], [-1.402220, 1.171700, -3.122584], [-1.807897, 0.026557, 3.427786], [-3.210658, -1.925205, 3.014873], [1.046965, 3.311565, -0.134860], [-4.241644, -0.938830, -1.282516], [-1.417450, 2.641311, 1.595070], [4.570070, -0.573657, 1.536333], [3.300968, -1.600488, 0.834665], [0.333566, 2.715132, 2.158073], [-0.424727, -1.518973, -2.038536], [-2.281583, -0.328450, -3.273463], [-2.836756, -3.062866, 1.699934], [-3.456934, -1.074569, 0.293713], [0.859893, 1.081556, -2.274422], [1.961171, -1.418394, -1.271398], [0.755522, -0.341639, 2.572184], [4.092478, -0.059794, -1.224104], [0.138048, 1.031842, 3.108998], [-0.706547, 3.237788, -0.698604], [3.036464, -0.792717, 2.384025]], "forces_ev_per_a": [[-0.02, 0.25, -0.42], [0.39, -1.39, -0.65], [0.26, -0.25, -0.09], [-0.25, -0.39, -0.32], [0.02, 0.43, -0.13], [2.80, 0.62, 2.44], [1.93, 2.44, 0.43], [-3.38, -2.38, 0.23], [-0.12, 0.35, -0.14], [-2.67, -0.57, 1.80], [-0.02, -0.22, -0.19], [-0.04, 0.20, 0.10], [-0.19, 0.11, -0.01], [0.09, -0.16, -0.09], [0.01, 0.20, 0.05], [-0.02, 0.19, 0.09], [0.33, 0.41, -0.50], [0.15, 0.02, -0.02], [-0.04, 0.01, 0.01], [0.03, 0.03, 0.02], [0.01, 0.09, -0.03], [0.00, 0.09, -0.04], [0.76, -0.37, -0.61], [0.76, -0.65, -0.95], [0.08, 0.06, 0.01], [-0.01, 0.15, -0.11], [-0.19, -0.04, 0.01], [0.05, 0.12, -0.03], [-0.12, -0.01, -0.08], [0.07, 0.36, -0.11], [-0.04, -0.10, -0.01], [-0.11, -0.02, 0.02], [0.36, 0.50, 0.24], [-0.09, 0.05, -0.07], [0.04, 0.09, -0.14], [0.02, -0.14, 0.06], [-0.54, 0.22, -0.24], [0.08, -0.01, 0.08], [-0.39, -0.27, -0.73], [-0.07, 0.06, -0.02], [0.05, -0.06, 0.15]]}


{"formula": "C30H28BMgN6S", "method": "ωB97M-V/def2-TZVPD", "total_charge": -1, "e_lumo_ha": 0.08415, "homo_lumo_gap_ha": 0.1814, "energy_ha": -2111.95430, "species": ["S", "Mg", "N", "N", "N", "N", "N", "N", "C", "C", "C", "C", "C", "C", "C", "C", "C", "C", "C", "C", "C", "C", "C", "C", "C", "C", "C", "C", "C", "C", "C", "C", "C", "C", "C", "C", "C", "C", "B", "H", "H", "H", "H", "H", "H", "H", "H", "H", "H", "H", "H", "H", "H", "H", "H", "H", "H", "H", "H", "H", "H", "H", "H", "H", "H", "H", "H"], "xyz": [[-2.298095, -1.481521, -1.480668], [-0.721638, -0.347226, -0.347477], [0.348692, 0.461979, 2.263111], [-0.432547, -0.546006, 1.757308], [2.078077, 0.417363, 0.415385], [1.500342, -0.455298, -0.455680], [-0.434199, 1.757645, -0.547222], [0.348089, 2.264479, 0.459464], [3.422044, 0.340875, 0.338406], [-2.833398, 1.453401, -4.161494], [4.345534, 1.172330, 1.168162], [-2.752476, 3.745971, -2.614962], [-0.964081, 2.807562, -1.179101], [-1.932884, 1.543883, -3.109316], [0.795554, -3.479977, -3.475579], [-1.927943, -3.109952, 1.545921], [-0.961520, -1.177568, 2.807916], [0.322375, 3.608921, 0.447142], [1.887616, -4.085158, -4.079905], [-3.630211, -3.680072, 3.667858], [0.972990, -2.506771, -2.504128], [-3.635886, 3.665506, -3.678808], [-1.886002, 2.689301, -2.325353], [3.170511, -3.707779, -3.703401], [-3.677864, 2.511801, -4.454979], [-2.748022, -2.614969, 3.747556], [3.728246, -0.608400, -0.609690], [1.082570, 1.419559, 4.456713], [2.489506, -1.084256, -1.084276], [1.082539, 4.459018, 1.414348], [3.351305, -2.733937, -2.731274], [-0.494041, 3.996830, -0.590432], [-3.671189, -4.457239, 2.514835], [-1.881975, -2.325054, 2.690691], [2.257476, -2.120633, -2.118868], [0.323274, 0.450718, 3.607593], [-2.827193, -4.163471, 1.456259], [-0.491875, -0.587384, 3.996572], [1.227487, 1.333958, 1.331691], [4.719655, -0.908299, -0.909807], [0.821797, 4.222381, 2.447265], [0.077977, -2.063682, -2.061541], [1.950910, 2.010370, 2.007446], [-2.739904, 4.631672, -1.990010], [-2.891164, 0.528517, -4.721985], [-4.388992, 2.432701, -5.268961], [0.847618, 1.237583, 5.504429], [5.375600, 0.922211, 0.917348], [4.359368, -2.450740, -2.448696], [0.820881, 2.452024, 4.218980], [-1.293116, -2.882888, 0.702362], [4.196030, 2.237958, 0.988270], [-0.707553, 5.010662, -0.891221], [0.847420, 5.506527, 1.231424], [-4.299087, -3.892189, 4.493674], [4.197199, 0.993363, 2.234102], [1.743634, -4.845673, -4.839049], [2.160800, 1.313822, 4.322310], [-2.884447, -4.724776, 0.531847], [2.160651, 4.324456, 1.307748], [-4.305010, 4.491297, -3.890611], [-1.297955, 0.700316, -2.882311], [-2.736132, -1.989179, 4.632604], [-0.704704, -0.887494, 5.010796], [-0.215244, -3.756437, -3.751322], [4.033855, -4.170740, -4.165690], [-4.381297, -5.272195, 2.436303]], "forces_ev_per_a": [[0.14, -0.05, -0.05], [-0.29, -0.38, -0.38], [0.08, -0.24, -0.24], [0.07, 0.56, 0.62], [-0.08, 0.09, 0.09], [0.10, 0.12, 0.11], [0.07, 0.62, 0.56], [0.08, -0.24, -0.24], [-0.12, -0.02, -0.02], [-0.02, -0.02, 0.02], [-0.02, -0.03, -0.03], [0.04, 0.05, -0.01], [0.17, -0.05, -0.01], [0.06, 0.02, -0.06], [-0.01, -0.02, -0.02], [0.06, -0.06, 0.02], [0.17, -0.01, -0.05], [0.03, -0.10, -0.05], [0.04, 0.01, 0.01], [0.04, 0.03, -0.02], [0.08, 0.12, 0.11], [0.03, -0.03, 0.03], [-0.04, 0.10, 0.10], [0.00, 0.05, 0.05], [-0.03, 0.01, 0.03], [0.04, -0.02, 0.04], [0.08, -0.07, -0.07], [0.00, -0.05, -0.04], [-0.04, -0.12, -0.12], [0.00, -0.04, -0.05], [0.07, -0.03, -0.03], [-0.20, 0.15, -0.09], [-0.03, 0.03, 0.01], [-0.04, 0.10, 0.10], [0.01, 0.02, 0.02], [0.03, -0.05, -0.10], [-0.01, 0.02, -0.03], [-0.20, -0.09, 0.15], [-0.08, -0.06, -0.06], [-0.08, 0.01, 0.01], [0.00, 0.01, -0.03], [-0.01, -0.10, -0.10], [-0.04, -0.06, -0.06], [-0.03, -0.01, -0.02], [0.04, 0.03, 0.02], [0.03, 0.00, -0.01], [0.00, 0.01, 0.00], [-0.01, 0.00, 0.00], [-0.05, -0.02, -0.02], [0.00, -0.04, 0.01], [-0.05, -0.02, -0.11], [0.00, -0.01, 0.00], [-0.02, -0.08, 0.01], [0.00, 0.00, 0.01], [0.01, 0.01, -0.01], [0.00, 0.00, -0.01], [0.01, 0.02, 0.02], [-0.03, 0.00, 0.00], [0.04, 0.02, 0.03], [-0.03, 0.00, 0.00], [0.01, -0.01, 0.01], [-0.05, -0.11, -0.02], [-0.03, -0.02, -0.01], [-0.02, 0.01, -0.08], [0.00, 0.04, 0.04], [0.01, 0.00, 0.00], [0.03, 0.00, 0.01]]}


{"formula": "C5H5N2", "method": "ωB97M-V/def2-TZVPD", "total_charge": 1, "e_lumo_ha": [-0.24029, -0.24024], "homo_lumo_gap_ha": [0.3179, 0.3179], "energy_ha": -302.60786, "species": ["N", "N", "C", "C", "C", "C", "C", "H", "H", "H", "H", "H"], "xyz": [[3.632537, 0.658458, 1.279088], [2.838553, 0.042451, 0.826638], [-0.791189, -1.046047, -0.693341], [-0.787608, 0.908761, 0.455627], [-1.406550, -0.345210, 0.324355], [0.109230, 0.624447, -0.622082], [0.510586, -0.474602, -1.177622], [-0.355075, 1.115131, 1.440007], [-2.411957, -0.418118, 0.475653], [1.315412, -0.809400, -1.808074], [-1.402019, 1.756918, 0.497865], [-1.251921, -2.012791, -0.998115]], "forces_ev_per_a": [[-1.36, -1.10, -0.77], [1.43, 1.14, 0.82], [-0.59, -2.21, 1.34], [2.26, 2.38, 2.65], [1.01, -1.96, -2.58], [0.34, 0.37, -1.13], [-0.74, 0.57, 0.69], [1.06, -0.52, -0.05], [-2.60, -0.69, 0.75], [-0.05, -0.23, 0.07], [-1.37, 1.21, -1.07], [0.61, 1.03, -0.71]]}


{"formula": "C15H23N3O3S", "method": "ωB97M-V/def2-TZVPD", "e_lumo_ha": 0.01427, "homo_lumo_gap_ha": 0.2989, "energy_ha": -1373.00094, "smiles": "COc1ccc(NC(=S)NCCN2CCOCC2)c(OC)c1", "species": ["S", "O", "O", "O", "N", "N", "N", "C", "C", "C", "C", "C", "C", "C", "C", "C", "C", "C", "C", "C", "C", "C", "H", "H", "H", "H", "H", "H", "H", "H", "H", "H", "H", "H", "H", "H", "H", "H", "H", "H", "H", "H", "H", "H", "H"], "xyz": [[-1.126259, 2.883336, -0.110180], [3.390001, 2.885695, 3.199111], [-2.474493, -1.476991, 1.313953], [-1.734163, -5.219634, -1.639628], [0.298987, 1.067073, -1.072671], [-1.690444, 0.342432, -0.195840], [2.991550, 2.381489, 0.498929], [1.399268, 1.963611, -1.446823], [-1.732228, -3.746409, -1.350785], [-1.671112, -0.976115, -0.468172], [-1.228588, -1.401433, -1.818016], [-1.385294, -2.673129, -2.277745], [-2.152754, -3.215278, -0.177350], [-3.127590, -2.219665, 2.226962], [2.292822, 2.826505, 2.540327], [4.376500, 3.148082, 2.034258], [4.295067, 2.403470, 0.551254], [-1.244886, -5.671690, -2.699024], [-2.193859, -1.882820, 0.119209], [2.013586, 2.047082, 1.560305], [2.772939, 1.651452, -0.884961], [-1.009342, 1.365242, -0.472734], [5.047509, 2.565900, -0.041150], [2.817373, 0.612998, -0.737457], [4.189611, 4.312914, 1.851702], [0.537629, -0.004406, -1.405176], [1.540378, 2.665814, 3.413847], [-3.743912, -1.575616, 3.156059], [1.428776, 2.100021, -2.671417], [0.904330, 2.127373, 1.174103], [1.149852, 2.980407, -1.106694], [4.442232, 1.364623, 0.938126], [-2.546216, 0.461434, 0.457519], [-0.782921, -3.023253, -3.133641], [-2.538677, -2.957536, 2.604655], [3.552136, 1.897497, -1.350541], [2.175285, 0.941542, 1.592722], [-4.024428, -2.918165, 1.891648], [-0.096170, -5.265918, -2.972633], [-1.466666, -6.780259, -2.728470], [-0.679825, -0.778176, -2.467878], [-1.896638, -5.126756, -3.484359], [5.331961, 3.197706, 2.532513], [-2.608755, -4.055312, 0.577211], [1.969969, 3.892057, 2.398973]], "forces_ev_per_a": [[-2.18, 3.96, 1.40], [8.05, -1.28, -1.86], [-2.22, 2.18, 4.18], [-2.55, 6.16, 9.60], [0.38, -4.43, -0.97], [-6.48, -1.95, 4.53], [-7.73, 0.87, -8.92], [-0.88, 1.79, -3.09], [-0.22, -0.03, -2.02], [7.32, 6.51, -14.05], [-0.68, -0.25, 1.26], [2.12, -3.14, 0.26], [-2.15, -6.39, 1.73], [-6.35, -0.09, 2.61], [-7.38, 7.48, 10.71], [1.53, 4.20, 0.75], [-0.11, -3.13, 13.11], [2.58, 0.05, -8.35], [-3.43, -8.29, 6.18], [-1.26, -7.25, -10.33], [-7.46, -0.36, 6.22], [7.89, 0.44, -3.10], [3.25, 2.12, -4.15], [0.28, -1.94, 0.54], [0.06, -2.30, -0.04], [-1.00, 3.80, 1.50], [0.27, -0.40, -1.19], [2.45, -1.45, -2.85], [0.04, -0.58, 2.82], [2.37, 0.39, 0.58], [-0.05, -0.45, -0.14], [1.88, -0.68, -0.26], [2.03, 0.72, -1.28], [-0.78, 0.66, -0.10], [2.18, -1.69, 1.82], [5.65, 2.33, -4.68], [-0.22, 0.13, 1.31], [1.34, 1.76, -0.34], [-2.42, -1.67, 0.79], [0.95, 1.15, -0.27], [-0.01, 0.99, -0.60], [1.22, -1.42, -0.49], [0.46, -0.71, -0.04], [1.28, 2.49, -1.62], [-0.02, -0.32, -1.17]]}


{"formula": "C7H4ClO6SW", "method": "ωB97M-V/def2-TZVPD", "total_charge": 1, "e_lumo_ha": [-0.22601, -0.22599], "homo_lumo_gap_ha": [0.2560, 0.2560], "energy_ha": -1645.46405, "species": ["W", "Cl", "S", "O", "O", "O", "O", "O", "O", "C", "C", "C", "C", "C", "C", "C", "H", "H", "H", "H"], "xyz": [[-1.388870, -1.842718, -0.000026], [-3.302412, -3.647533, -0.000037], [-1.567669, 0.503742, 0.000109], [-3.891129, -4.052777, -1.184523], [-1.850002, -3.923737, -0.000127], [0.323443, -1.623816, 0.000012], [2.565086, -1.499498, 0.000041], [-3.891109, -4.052888, 1.184297], [-3.251167, -2.096902, -0.000010], [2.493037, 1.296124, 0.000027], [1.536919, -0.921629, 0.000049], [1.315363, 0.542835, 0.000027], [0.075851, 1.205756, 0.000046], [0.054257, 2.598121, 0.000058], [1.230785, 3.326873, 0.000014], [2.455515, 2.677217, 0.000001], [1.184015, 4.407418, -0.000010], [3.432623, 0.762185, 0.000019], [-0.903539, 3.102488, 0.000069], [3.379001, 3.238737, -0.000035]], "forces_ev_per_a": [[1.53, 2.34, 0.00], [-2.28, -1.13, -0.01], [-0.09, -1.64, 0.00], [-0.10, -0.15, -0.30], [1.02, 0.53, 0.00], [2.50, -0.25, 0.00], [-0.37, -0.17, 0.00], [-0.10, -0.15, 0.31], [-3.01, -0.04, 0.00], [-0.15, -0.17, 0.00], [1.02, 0.80, 0.00], [-0.06, 0.02, 0.00], [0.17, 0.00, 0.00], [-0.25, -0.20, 0.00], [0.14, 0.05, 0.00], [-0.04, 0.05, 0.00], [0.00, 0.00, 0.00], [0.03, 0.02, 0.00], [0.04, 0.05, 0.00], [-0.01, 0.02, 0.00]]}


{"formula": "CH5NOS", "method": "ωB97M-V/def2-TZVPD", "e_lumo_ha": 0.02828, "homo_lumo_gap_ha": 0.3454, "energy_ha": -569.14121, "smiles": "CONS", "species": ["S", "O", "N", "C", "H", "H", "H", "H", "H"], "xyz": [[-2.339141, 0.325464, -0.192545], [0.192153, -0.791434, -0.253455], [-0.997923, -0.218255, 0.689856], [1.255090, 0.042885, -0.133105], [1.577213, 0.150480, 0.997774], [-1.065642, -1.057899, 1.251487], [-1.696852, 1.071632, -1.094170], [1.024574, 0.890759, -0.744032], [2.050529, -0.413631, -0.521811]], "forces_ev_per_a": [[-0.84, -1.04, -0.28], [-3.87, -1.21, 1.22], [3.96, 0.09, -1.20], [-1.36, 1.92, 3.76], [-0.83, 0.69, -2.07], [-1.07, -0.03, -0.16], [0.39, 0.24, 0.33], [0.44, 1.47, 0.37], [3.18, -2.13, -1.98]]}


{"formula": "C7H15OS", "method": "ωB97M-V/def2-TZVPD", "total_charge": 1, "e_lumo_ha": -0.13489, "homo_lumo_gap_ha": 0.3148, "energy_ha": -748.68726, "species": ["S", "O", "C", "C", "C", "C", "C", "C", "C", "H", "H", "H", "H", "H", "H", "H", "H", "H", "H", "H", "H", "H", "H", "H"], "xyz": [[-1.256784, -0.006151, 0.252792], [1.324150, 1.107167, -0.582262], [0.620022, -0.077697, -0.732578], [1.436790, -1.269518, -0.256910], [-1.917168, -0.135038, 1.750138], [-1.578072, 1.729263, -0.285826], [-2.223344, -1.080464, -0.890110], [2.673270, -0.623515, 0.341628], [2.424910, 0.892971, 0.357008], [0.424902, 0.010733, -1.831214], [3.133722, 1.660718, 0.138309], [1.547472, -2.020024, -0.986750], [3.416760, -0.658540, -0.352026], [-1.950954, -2.042956, -0.785686], [-3.313719, -0.764433, -0.901313], [3.098060, -1.059556, 1.334496], [-0.591454, 2.317808, 0.015332], [-1.975722, -0.983232, -1.882703], [-2.488746, 2.096623, 0.353197], [-1.892254, 1.853567, -1.380506], [1.980464, 1.118177, 1.428066], [-1.945732, -1.051121, 2.165912], [0.738410, -1.713288, 0.414944], [-1.684986, 0.698514, 2.316062]], "forces_ev_per_a": [[-0.50, 1.01, -2.74], [0.06, -0.98, 0.95], [0.83, 1.33, -2.04], [-1.50, 1.60, 1.04], [0.27, 1.42, -2.58], [-0.37, 1.63, 1.21], [-2.07, 3.59, 0.99], [0.45, 0.22, 2.19], [-3.60, -0.10, 3.61], [-1.13, -0.83, 0.86], [0.95, -0.19, -0.28], [0.69, -0.56, -1.20], [2.40, -1.08, -1.96], [0.21, -3.58, 1.53], [1.30, -0.84, 0.89], [-1.08, 0.87, -1.76], [-2.23, -1.19, -0.95], [1.31, 1.30, -2.41], [1.82, -0.78, -1.08], [0.95, -0.57, 1.53], [0.90, 0.06, -1.86], [-0.11, -3.05, 1.35], [0.10, -0.80, 1.41], [0.36, 1.54, 1.30]]}